DFT (wB97M-V/def2-TZVPD) results for a cluster of 6 separate species, C33H65BrO19S in total at a distorted geometry.

Calculated values
HOMO-LUMO gap (eV): 10.6
M (g mol⁻¹): 877.84
Total energy (Eh): -5698.16641

Last column: Löwdin charge in e.
CARTESIAN COORDINATES (ANGSTROEM)
C 2.5402 2.1997 -0.8013  -0.073
C 1.2328 1.8972 -1.6302  -0.370
C 0.3726 0.8791 -0.7797  -0.056
C 0.4214 3.1951 -1.9391  -0.280
C 1.3750 4.4414 -2.0579  -0.069
C -0.3553 3.1199 -3.2980  -0.169
O 0.5826 2.7158 -4.2894  -0.117
C -0.0420 2.2465 -5.4516  -0.397
C 1.1189 1.8338 -6.4404  -0.068
C 0.9374 0.4255 -7.1021  -0.268
C 1.9146 0.3373 -8.3350  -0.164
C 3.3279 0.9535 -8.1273  -0.276
C 4.1804 0.2881 -7.0065  -0.597
Br 6.1059 0.1844 -7.4736  0.589
C 1.2347 -0.7947 -6.1563  -0.230
O 0.1134 -1.2665 -5.3966  -0.287
S -0.2287 -0.0410 -4.3306  1.027
O -1.3292 -0.5634 -3.4771  -0.388
O -0.9342 1.1618 -5.2373  -0.244
H 2.9821 1.2068 -0.5777  0.079
H 2.2429 2.7502 0.1046  0.064
H 3.3021 2.7258 -1.4034  0.073
H 1.5668 1.3349 -2.5211  0.108
H 1.0885 0.1227 -0.4064  0.075
H -0.3375 0.3938 -1.4747  0.044
H -0.1179 1.4498 0.0267  0.071
H -0.2904 3.3270 -1.0974  0.142
H 1.7415 4.7764 -1.0726  0.078
H 0.8846 5.2964 -2.5579  0.076
H 2.2204 4.1435 -2.7100  0.081
H -0.8021 4.1143 -3.5170  0.133
H -1.1911 2.4097 -3.1452  0.123
H -0.5841 3.0788 -5.9425  0.169
H 1.3022 2.6157 -7.2014  0.125
H 2.0524 1.7944 -5.8371  0.118
H -0.1001 0.3341 -7.4810  0.148
H 1.9385 -0.7020 -8.7127  0.118
H 1.4352 0.9330 -9.1424  0.120
H 3.8820 0.7908 -9.0760  0.090
H 3.3281 2.0459 -7.9757  0.106
H 4.1173 0.8851 -6.0768  0.055
H 3.8694 -0.7353 -6.7442  0.048
H 1.6404 -1.6014 -6.7930  0.128
H 2.0526 -0.4838 -5.4657  0.112
C -3.3943 -2.6173 -4.9212  -0.059
C -4.1551 -2.2497 -3.6673  -0.212
O -5.4212 -2.9256 -3.6022  0.037
C -5.3680 -4.2026 -3.2300  -0.616
O -4.3785 -4.8164 -2.9376  0.126
O -6.6108 -4.6911 -3.2517  0.004
C -6.6868 -6.0844 -2.9559  -0.047
H -4.0078 -2.4460 -5.8088  0.085
H -2.4868 -2.0287 -4.9965  0.040
H -3.1188 -3.6728 -4.9246  0.080
H -4.3787 -1.1834 -3.6780  0.121
H -3.5694 -2.4477 -2.7690  0.123
H -6.1887 -6.3164 -2.0155  0.095
H -6.2521 -6.6645 -3.7703  0.098
H -7.7402 -6.3408 -2.8661  0.092
C 3.4004 6.5405 5.4787  -0.067
C 2.2661 6.8360 4.5181  -0.215
O 2.2200 5.8786 3.4536  0.036
C 1.6864 4.6990 3.7725  -0.614
O 1.2419 4.3902 4.8442  0.126
O 1.7457 3.9154 2.6959  0.004
C 1.2845 2.5822 2.9226  -0.027
H 4.3467 6.4624 4.9403  0.082
H 3.4832 7.3278 6.2290  0.079
H 3.2435 5.5919 5.9930  0.074
H 2.4285 7.8055 4.0475  0.121
H 1.3050 6.8819 5.0325  0.123
H 0.2854 2.5755 3.3563  0.096
H 1.9836 2.0489 3.5673  0.104
H 1.2474 2.0796 1.9595  0.067
C 1.0952 -3.7585 3.2988  -0.066
C 1.4325 -3.2856 1.8995  -0.209
O 2.4620 -2.2863 1.9187  0.032
C 3.7005 -2.7423 2.0972  -0.616
O 4.0214 -3.8917 2.2287  0.126
O 4.5257 -1.6934 2.1244  0.003
C 5.8833 -2.0345 2.4011  -0.044
H 0.8482 -2.9112 3.9411  0.084
H 0.2492 -4.4457 3.2799  0.085
H 1.9420 -4.2715 3.7561  0.068
H 0.5583 -2.8119 1.4533  0.122
H 1.7181 -4.1159 1.2519  0.125
H 6.2449 -2.8021 1.7182  0.096
H 5.9827 -2.3668 3.4347  0.098
H 6.4792 -1.1350 2.2632  0.093
C -2.3307 -6.5133 8.2362  -0.067
C -1.9170 -5.1552 8.7663  -0.213
O -0.5049 -5.0940 9.0019  0.039
C 0.2464 -4.9343 7.9130  -0.614
O -0.1533 -4.8288 6.7859  0.121
O 1.5255 -4.9327 8.2897  0.009
C 2.4465 -4.8591 7.2013  -0.041
H -1.9789 -7.3059 8.8992  0.082
H -3.4161 -6.5779 8.1512  0.080
H -1.8981 -6.7005 7.2530  0.074
H -2.3933 -4.9782 9.7303  0.122
H -2.2280 -4.3507 8.0982  0.124
H 2.2257 -4.0117 6.5533  0.089
H 2.4288 -5.7887 6.6319  0.101
H 3.4397 -4.7261 7.6243  0.094
C -3.9849 4.7034 3.5409  -0.065
C -3.9900 3.2415 3.9401  -0.210
O -4.7510 2.4502 3.0185  0.040
C -4.1372 2.1686 1.8700  -0.616
O -3.0270 2.5053 1.5602  0.116
O -4.9773 1.4633 1.1129  0.010
C -4.4727 1.1698 -0.1912  -0.037
H -5.0057 5.0687 3.4142  0.081
H -3.4837 5.3063 4.2991  0.080
H -3.4702 4.8502 2.5908  0.073
H -4.4751 3.1286 4.9092  0.122
H -2.9772 2.8473 4.0364  0.120
H -3.4952 0.6920 -0.1391  0.093
H -4.4196 2.0823 -0.7859  0.099
H -5.1721 0.4838 -0.6638  0.093